(1)
Here is a single C5H13N molecule from OMol25. Energies are from ωB97M-V with the def2-TZVPD basis set.

Summary:
Net charge   0
SMILES   CC(C)CCN
HOMO energy   -9.29 eV
Orbital gap   10.456 eV
Molar mass   87.17 g/mol

Element x y z (Å)
C (2.15872, -0.30248, 0.69357)
C (0.88626, 0.17544, 0.03897)
C (1.05294, 0.07819, -1.49732)
C (-0.30181, -0.69486, 0.50481)
C (-1.67863, -0.24772, -0.10345)
N (-2.04948, 1.04345, 0.42351)
H (3.11640, 0.06023, 0.25211)
H (2.32993, -1.39709, 0.77339)
H (2.28583, -0.00819, 1.73940)
H (0.71635, 1.20380, 0.33311)
H (1.96944, -0.47213, -1.73142)
H (1.00053, 1.03182, -2.01645)
H (0.26838, -0.56878, -1.91493)
H (-0.41782, -0.95909, 1.56533)
H (-0.07088, -1.64929, -0.00724)
H (-2.30170, -1.13566, -0.03343)
H (-1.59232, -0.22683, -1.20682)
H (-2.27658, 0.93322, 1.40700)
H (-2.86659, 1.46843, -0.00179)

(2)
Here is a molecular structure, C5H13N from OMol25. Energies are from ωB97M-V with the def2-TZVPD basis set.

Summary:
Net charge   0
HOMO energy   -6.43 eV
Orbital gap   5.320 eV
Molar mass   87.17 g/mol

Element x y z (Å)
C (2.32509, -0.30836, -1.23210)
C (1.78925, -0.35210, 0.66006)
C (0.38454, -0.68730, 0.55165)
C (-0.65886, 0.25580, 1.04575)
N (-1.41974, 1.01529, -0.00288)
C (-1.69389, 0.17034, -1.19521)
H (3.37561, -0.00634, -1.13528)
H (1.58293, 0.38610, -1.67337)
H (2.15726, -1.31692, -1.70846)
H (2.62164, -0.90768, 1.17641)
H (1.77666, 0.73797, 0.56510)
H (-1.29410, -0.07584, 1.84022)
H (0.07740, -1.69886, 0.40943)
H (-4.23090, -0.25162, 2.37663)
H (-0.02586, 1.05391, 1.57673)
H (-4.05785, 0.18801, 1.74834)
H (-0.60560, 0.49100, -1.04703)
H (-2.09466, -0.86941, -1.09292)
H (-2.22119, 0.69228, -1.99663)

Most stable: (1)

(1)
Here is a single C5H13N molecule from OMol25. Energies are from ωB97M-V with the def2-TZVPD basis set.

Summary:
Net charge   0
SMILES   CCCCCN
HOMO energy   -9.13 eV
Orbital gap   10.324 eV
Molar mass   87.17 g/mol

Element x y z (Å)
C (-0.76860, 2.19487, -0.74568)
C (-1.11013, 1.45761, 0.58686)
C (-0.24609, 0.24969, 0.87182)
C (-0.12116, -0.76672, -0.26480)
C (0.62872, -2.04442, 0.15006)
N (2.01459, -2.11710, -0.27544)
H (-0.49021, 3.22858, -0.58130)
H (0.02162, 1.73075, -1.33169)
H (-1.65675, 2.19632, -1.37735)
H (-2.13262, 1.10871, 0.48540)
H (-1.07955, 2.19198, 1.39141)
H (0.77249, 0.50087, 1.19243)
H (-0.64300, -0.33765, 1.71696)
H (-1.11653, -0.92293, -0.68749)
H (0.42859, -0.30186, -1.09036)
H (0.62245, -2.06717, 1.24107)
H (0.11122, -2.92851, -0.22948)
H (2.66453, -1.50385, 0.20584)
H (2.10045, -1.86917, -1.25825)

(2)
Here is 2 unconnected molecules or ions with the total composition C5H13N from OMol25. Energies are from ωB97M-V with the def2-TZVPD basis set.

Summary:
Net charge   0
HOMO energy   -6.58 eV
Orbital gap   5.816 eV
Molar mass   87.17 g/mol

Element x y z (Å)
C (-0.52434, -2.37356, -0.13110)
C (-0.29630, -1.62837, 1.17079)
C (-0.08354, -0.21348, 1.15664)
C (0.69645, 0.38117, -0.06018)
N (-0.06368, 0.76841, -1.15063)
C (-1.07547, 1.55577, -0.58911)
H (-0.43305, -1.68587, -0.96770)
H (-1.49370, -2.84531, -0.08005)
H (0.19598, -3.17697, -0.28843)
H (-0.83973, -2.03339, 2.02294)
H (0.83463, -1.53388, 1.40413)
H (1.30895, 1.19230, 0.40503)
H (-0.06741, 0.32832, 2.09283)
H (2.30194, 3.38721, -1.48507)
H (1.45888, -0.36432, -0.31079)
H (2.06540, 3.05208, -2.11205)
H (-1.59284, 0.87567, 0.19162)
H (-0.67421, 2.32384, 0.07209)
H (-1.71797, 1.99036, -1.34095)

(3)
Here is a single C5H13N molecule from OMol25. Energies are from ωB97M-V with the def2-TZVPD basis set.

Summary:
Net charge   0
SMILES   CC(C)[C@@H](C)N
HOMO energy   -9.41 eV
Orbital gap   10.527 eV
Molar mass   87.17 g/mol

Element x y z (Å)
C (1.96528, -0.48886, 0.04400)
C (0.48976, -0.48897, 0.48755)
C (0.29301, 0.45793, 1.67522)
C (-0.45846, -0.19032, -0.70719)
C (-1.89730, -0.54384, -0.36269)
N (-0.27656, 1.20587, -1.18248)
H (2.11926, -1.26861, -0.70013)
H (2.27770, 0.48056, -0.33258)
H (2.55490, -0.73050, 0.92983)
H (0.26655, -1.52878, 0.75533)
H (-0.60720, 0.23254, 2.25402)
H (0.29425, 1.46611, 1.28422)
H (1.05457, 0.24944, 2.42854)
H (-0.10807, -0.79611, -1.54605)
H (-1.93712, -1.60718, -0.10706)
H (-2.59841, -0.34583, -1.17258)
H (-2.23949, -0.01876, 0.53165)
H (-0.74437, 1.83166, -0.54720)
H (-0.80986, 1.31717, -2.04753)

Most stable: (3)

(1)
Here is 2 unconnected molecules or ions with the total composition C8H16O2 from OMol25. Energies are from ωB97M-V with the def2-TZVPD basis set.

Summary:
Net charge   0
SMILES   C[C@H]1[C@@H](C)[C@@H](C=O)[C@H]1C.O
HOMO energy   -10.03 eV
Orbital gap   10.752 eV
Molar mass   144.21 g/mol

Element x y z (Å)
C (-2.12996, -0.94750, -0.13477)
C (-0.68019, -1.39580, -0.03650)
C (0.26617, -0.89358, -1.16654)
C (-0.29684, -0.54740, -2.53385)
C (0.80217, 0.20985, -0.22149)
C (0.25867, 1.58085, -0.35017)
O (0.79835, 2.53863, 0.20585)
C (0.19086, -0.60394, 0.97627)
C (-0.42421, 0.12924, 2.15251)
H (-2.23270, 0.13729, -0.28827)
H (-2.63044, -1.44579, -0.97736)
H (-2.67556, -1.20014, 0.78565)
H (-0.65710, -2.48467, 0.11523)
H (1.07354, -1.62873, -1.29673)
H (-1.16224, 0.12700, -2.47770)
H (0.46897, -0.06044, -3.15543)
H (-0.62496, -1.45960, -3.05275)
H (1.94713, 0.35457, -0.03205)
H (-0.62175, 1.76045, -0.99757)
H (0.98899, -1.26188, 1.34884)
H (-1.26306, 0.77197, 1.85026)
H (-0.81307, -0.59310, 2.88427)
H (0.33223, 0.75638, 2.64595)
O (3.03987, 1.74437, 1.50851)
H (2.23862, 2.18172, 1.05332)
H (3.80650, 2.23026, 1.19450)

(2)
Here is a single C8H16O2 molecule from OMol25. Energies are from ωB97M-V with the def2-TZVPD basis set.

Summary:
Net charge   0
HOMO energy   -7.44 eV
Orbital gap   7.524 eV
Molar mass   144.21 g/mol

Element x y z (Å)
C (-0.96234, -0.47953, 2.06213)
C (1.66781, 0.70665, 1.17100)
C (1.62279, -0.84862, -0.80648)
C (-0.21861, -0.93080, 0.85809)
C (0.77984, -0.10125, 0.22317)
O (-0.32674, -2.20620, 0.46585)
H (-0.90736, -2.70829, 1.05729)
H (-1.25938, 0.56682, 1.92643)
H (-0.29988, -0.53106, 2.93195)
H (-1.83984, -1.10419, 2.25044)
H (2.32073, 1.35804, 0.58611)
H (1.07087, 1.34534, 1.82038)
H (2.28315, -0.15338, -1.32586)
H (2.24800, -1.60381, -0.32427)
H (1.00379, -1.35764, -1.54573)
H (2.30139, 0.05532, 1.77907)
C (-0.04011, 1.42002, -1.96069)
C (-1.86194, -0.14178, -0.89853)
C (-0.46104, 1.01553, -0.54539)
O (-0.83573, 1.92663, 0.22690)
H (0.02132, 0.58146, -2.65184)
H (-0.75015, 2.16058, -2.32687)
H (-2.45371, 0.57056, -1.47032)
H (-2.48224, -0.45886, -0.05995)
H (-1.56596, -0.97008, -1.54360)
H (0.94535, 1.88851, -1.89925)

(3)
Here is a molecular structure, C8H16O2 from OMol25. Energies are from ωB97M-V with the def2-TZVPD basis set.

Summary:
Net charge   0
HOMO energy   -7.60 eV
Orbital gap   8.311 eV
Molar mass   144.21 g/mol

Element x y z (Å)
C (-0.03872, -0.58241, 0.52748)
C (-0.05551, 0.78996, 0.08027)
C (-1.67161, -1.30195, 0.34455)
C (-0.43761, -1.72531, -0.36490)
C (2.24056, 0.18858, -1.37476)
C (0.64254, -0.92235, 1.82938)
C (-0.71969, 1.18264, -1.21912)
C (-0.22688, 1.84178, 1.15465)
O (1.78783, 0.66064, -0.15546)
O (-2.77663, -0.81879, -0.29468)
H (-2.59490, -0.71583, -1.23614)
H (-1.94939, -1.76176, 1.28289)
H (-0.42792, -1.55674, -1.43701)
H (-0.01929, -2.69093, -0.09948)
H (1.75042, -0.75212, -1.69341)
H (3.31933, -0.02140, -1.32237)
H (2.09175, 0.91540, -2.19311)
H (-0.03962, -0.81444, 2.67579)
H (1.01396, -1.94494, 1.80862)
H (1.49002, -0.26831, 2.01492)
H (-1.77370, 1.42476, -1.06750)
H (-0.62332, 0.42752, -1.99561)
H (-0.24147, 2.09861, -1.56896)
H (0.73727, 2.02714, 1.62665)
H (-0.55647, 2.79600, 0.74710)
H (-0.92095, 1.52425, 1.93022)

Most stable: (1)